Density functional theory data (the ωB97M-V functional and the def2-TZVPD basis) for 7 unconnected molecules or ions with the total composition C46H102BN2O11S2 in a non-equilibrium geometry.

```
164
Properties=species:S:1:pos:R:3:forces:R:3:mulliken_charge:R:1
C -3.698035 -3.448195 1.031691 0.23 0.25 -0.30 -1.143
C -2.855563 -2.538500 0.124361 0.08 -0.91 0.31 -0.136
O -2.065875 -1.625560 0.881407 -0.53 0.21 -0.19 -0.414
C -1.836996 -0.423496 0.174298 0.22 -0.27 0.88 -0.306
C -1.230811 0.530602 1.207266 -0.49 0.23 -0.69 0.391
C -0.931923 1.917416 0.625094 1.20 -0.28 -0.56 1.291
B 0.364286 1.677417 -0.341098 0.31 0.29 0.16 0.595
O 0.266446 1.609266 -1.714252 -0.28 -0.95 0.50 -0.278
O 1.589644 1.560859 0.261035 -0.80 -0.73 -0.02 -0.788
C 2.171685 0.273474 -0.113472 1.46 0.22 0.49 0.214
C 2.716465 -0.442076 1.114293 -0.90 0.24 -0.24 -1.175
C -2.001493 2.670950 -0.192904 -0.02 -0.57 -0.33 1.710
C -3.442541 2.610104 0.386571 0.49 0.54 -0.24 0.512
C -4.245585 3.914407 0.402360 -0.64 -0.55 1.24 -1.463
C -5.284200 3.753288 1.541607 0.37 0.41 -0.46 -0.285
S -6.532454 2.542334 1.021970 -0.04 -0.36 0.39 -0.203
C -5.971184 0.950601 1.641431 0.68 0.83 -0.46 0.128
S -6.293131 -0.330423 0.696889 -0.08 -0.21 -0.16 -0.114
N -5.280194 0.951281 2.847907 -1.43 -0.37 -0.36 0.517
C -6.153571 1.581884 3.889570 -0.49 -0.26 0.77 -1.059
C -7.607977 1.044849 3.913235 0.64 0.83 0.09 -1.303
C -4.855980 -0.391576 3.265573 1.18 0.41 1.98 -0.705
C -3.737203 -0.241223 4.337618 -0.01 0.18 -0.88 -0.782
C -1.286753 3.998932 -0.298360 -1.52 -0.44 -0.77 -1.241
N -0.432557 4.145008 0.617816 1.64 -0.01 0.75 0.090
C -0.427962 3.000450 1.574708 -1.88 0.54 1.44 -0.945
C -1.384473 3.526885 2.694632 0.03 -0.68 -0.15 -1.268
C -1.720141 2.483153 3.765141 -0.44 0.41 0.55 1.588
C -1.922462 3.162910 5.138021 0.21 0.31 -0.73 -1.437
C -0.805111 2.868515 6.094989 -0.87 0.77 0.37 0.559
O -0.037714 1.973018 6.004581 1.16 -1.49 -0.43 -0.550
O -0.746599 3.737434 7.108708 -0.17 0.42 0.36 -0.461
H -4.675319 -3.546861 0.565116 -0.14 -0.20 0.20 0.341
H -3.819160 -3.040737 2.033484 -0.02 0.14 -0.05 0.272
H -3.242497 -4.429514 1.127151 -0.03 -0.09 0.05 0.342
H -2.181322 -3.184735 -0.448248 0.00 0.20 -0.24 0.423
H -3.518356 -2.028332 -0.578017 0.12 0.33 0.07 0.160
H -2.796410 -0.039025 -0.183808 0.08 0.05 -0.34 0.341
H -1.147444 -0.640336 -0.655599 -0.14 0.24 -0.19 0.252
H -1.948207 0.564719 2.024465 0.17 -0.02 0.14 -1.325
H -0.291034 0.084098 1.527639 -0.03 0.03 0.45 -0.042
H -0.384097 0.909894 -1.907731 -0.19 0.64 -0.72 0.171
H 1.451196 -0.394080 -0.589052 -0.11 0.26 -0.22 0.032
H 3.002794 0.489178 -0.783734 -0.20 -0.13 -0.32 0.330
H 3.090282 -1.405059 0.774941 0.30 -0.05 0.19 0.293
H 3.476494 0.131078 1.635708 0.15 -0.04 -0.08 0.279
H 1.879154 -0.620137 1.793212 0.15 -0.10 0.18 0.267
H -2.112384 2.223280 -1.182234 0.43 0.34 -0.25 -0.453
H -3.989925 1.870756 -0.194501 -0.04 -0.03 -0.01 1.027
H -3.368848 2.196757 1.391505 -0.10 0.13 0.08 -1.135
H -4.819238 4.061683 -0.510615 0.38 0.23 -0.25 0.442
H -3.652694 4.796979 0.661915 0.16 0.01 -0.31 0.503
H -5.778911 4.705879 1.735874 -0.24 -0.12 -0.04 0.596
H -4.759292 3.470042 2.452946 -0.19 -0.18 0.06 -0.062
H -5.763864 1.386154 4.885596 0.58 -0.17 -0.19 0.708
H -6.154069 2.662315 3.799546 0.01 0.09 -0.24 0.463
H -8.227402 1.688475 3.294429 -0.22 -0.35 -0.20 0.336
H -7.980329 1.140435 4.930542 -0.13 -0.15 0.03 0.404
H -7.648478 0.005690 3.601048 -0.18 -0.04 -0.05 0.244
H -4.411808 -0.960013 2.461119 -0.44 0.02 -0.36 0.053
H -5.671387 -0.928202 3.752543 -0.27 -0.16 -0.53 0.575
H -3.714708 -1.087042 5.017130 0.05 -0.06 0.04 0.576
H -3.822593 0.686565 4.901725 -0.17 -0.14 0.20 0.025
H -2.791721 -0.177311 3.796767 0.13 -0.21 0.30 0.094
H -1.447926 4.745574 -1.062252 0.01 0.17 0.00 0.601
H 0.190445 4.936089 0.745427 -0.19 0.11 -0.21 0.316
H 0.487021 2.803438 2.125865 0.57 0.06 -0.86 0.724
H -2.319090 3.906992 2.279796 0.07 0.05 -0.15 0.286
H -0.889154 4.396155 3.135307 0.11 -0.06 0.14 0.729
H -0.977175 1.689440 3.830448 0.17 0.11 0.13 0.755
H -2.666223 1.987719 3.549576 0.11 0.05 -0.43 -1.982
H -1.948032 4.245533 4.998386 -0.09 0.05 0.14 0.479
H -2.891437 2.914356 5.564977 0.08 -0.20 0.31 0.595
H -0.031726 3.435449 7.693520 -0.08 0.08 -0.05 0.371
C -1.635974 0.831169 -5.936749 -0.18 0.19 0.01 -1.229
C -2.126152 -0.022888 -4.782440 0.18 -0.11 -0.23 -0.194
O -2.533487 0.733826 -3.648981 0.23 -0.01 0.51 -0.255
C -3.616931 1.625185 -3.830114 -0.18 0.11 -0.07 0.208
C -4.916055 0.948406 -4.228470 0.08 -0.17 -0.10 -1.329
H -0.861997 1.523747 -5.600409 0.05 -0.07 0.00 0.277
H -1.226842 0.199398 -6.724829 0.02 -0.02 0.04 0.410
H -2.442079 1.425912 -6.371177 0.00 -0.05 -0.05 0.364
H -1.307850 -0.657776 -4.439197 -0.04 0.01 0.10 0.159
H -2.927622 -0.695004 -5.104153 -0.05 0.06 -0.01 0.335
H -3.355278 2.412740 -4.545918 0.00 -0.04 -0.05 0.396
H -3.756172 2.119133 -2.863477 0.06 -0.05 0.03 -0.220
H -4.852870 0.514271 -5.227107 -0.02 0.06 -0.02 0.353
H -5.734573 1.668660 -4.229630 0.02 0.00 0.02 0.408
H -5.156520 0.141357 -3.534323 -0.03 0.06 0.05 0.321
C 3.049455 -1.586123 -6.234922 0.08 -0.19 -0.11 -0.976
C 2.101010 -1.655981 -5.053708 0.12 0.11 0.01 -0.107
O 0.919518 -2.401708 -5.295899 -0.26 0.14 0.05 -0.365
C 1.098549 -3.771516 -5.611625 0.03 -0.16 -0.01 -0.366
C 1.773474 -4.570023 -4.509312 0.15 0.15 0.05 -1.041
H 2.530226 -1.234521 -7.128213 -0.02 0.06 0.04 0.324
H 3.873976 -0.905695 -6.015391 -0.04 0.03 0.03 0.171
H 3.477721 -2.562585 -6.469666 0.03 0.01 0.03 0.300
H 1.768822 -0.645180 -4.808083 -0.12 -0.05 0.02 0.271
H 2.615830 -2.041505 -4.165632 0.05 -0.02 -0.02 0.224
H 1.640507 -3.877913 -6.557349 0.06 -0.01 0.03 0.313
H 0.097985 -4.171934 -5.779716 -0.04 0.14 0.00 0.344
H 2.809448 -4.259810 -4.362117 0.01 -0.06 -0.04 0.261
H 1.776652 -5.631560 -4.757934 -0.03 0.01 -0.01 0.403
H 1.251161 -4.430631 -3.560920 -0.05 -0.05 -0.03 0.252
C -13.123189 1.615189 3.173189 -0.05 0.13 0.16 -1.108
C -12.068860 0.800155 3.902478 -0.11 -0.04 -0.11 -0.303
O -11.177684 1.583238 4.677713 0.28 0.01 -0.04 -0.325
C -11.759125 2.337556 5.726773 -0.09 0.03 0.12 -0.326
C -12.451951 1.489376 6.779615 -0.09 -0.13 -0.12 -1.093
H -12.656706 2.408433 2.586704 0.02 -0.06 -0.04 0.304
H -13.701347 0.975747 2.505585 0.03 -0.01 0.00 0.395
H -13.820732 2.087019 3.867293 -0.04 -0.05 -0.02 0.262
H -11.448794 0.283093 3.168652 0.11 0.04 0.08 0.319
H -12.533880 0.024795 4.520870 -0.05 0.03 0.00 0.303
H -12.443276 3.091460 5.321962 -0.05 -0.03 0.02 0.307
H -10.936824 2.882278 6.193257 0.08 -0.04 -0.11 0.314
H -13.334675 0.988971 6.378377 -0.03 0.05 0.04 0.268
H -12.773775 2.111004 7.615604 0.02 0.01 -0.01 0.399
H -11.778045 0.716472 7.152650 0.03 0.05 0.03 0.293
C 6.060970 -4.260575 2.508459 0.17 0.10 0.04 -1.146
C 5.774686 -3.787648 1.093539 0.00 -0.13 0.06 -0.287
O 5.953658 -2.394136 0.910676 -0.24 0.18 -0.07 -0.282
C 7.262494 -1.896936 1.139379 0.19 0.02 -0.04 -0.599
C 8.312643 -2.488048 0.215160 -0.11 -0.18 0.04 -0.806
H 5.490671 -3.674898 3.231487 -0.05 -0.04 -0.03 0.302
H 5.794889 -5.312424 2.617529 -0.02 0.01 -0.01 0.403
H 7.117122 -4.157313 2.762338 0.00 -0.07 -0.01 0.263
H 4.727848 -3.987111 0.857261 0.00 0.13 -0.05 0.330
H 6.371690 -4.348607 0.366479 0.04 -0.01 0.04 0.309
H 7.544975 -2.034639 2.188933 0.03 -0.05 -0.01 0.336
H 7.205631 -0.820022 0.971758 -0.16 -0.02 0.00 0.342
H 8.464989 -3.551262 0.405103 0.10 0.03 0.02 0.221
H 9.270410 -1.987548 0.355422 0.00 -0.02 -0.01 0.342
H 8.009382 -2.382683 -0.827906 0.03 0.07 0.01 0.278
C 7.611754 1.754076 -5.408215 0.03 -0.10 0.19 -1.100
C 6.122376 2.017842 -5.268239 0.14 0.08 -0.07 -0.304
O 5.388255 0.902947 -4.791745 -0.22 -0.11 -0.08 -0.364
C 5.734066 0.427443 -3.503487 0.02 -0.02 0.11 -0.193
C 5.527780 1.448788 -2.397220 0.06 0.16 -0.07 -1.041
H 7.787755 0.859594 -6.007464 -0.03 0.04 -0.05 0.292
H 8.103102 2.601801 -5.886429 -0.02 0.00 -0.01 0.403
H 8.087736 1.598396 -4.438318 0.03 0.06 -0.01 0.260
H 5.708243 2.248401 -6.250367 -0.11 -0.10 0.04 0.350
H 5.938666 2.894821 -4.637447 0.05 -0.01 0.03 0.289
H 6.762304 0.049829 -3.498122 0.02 0.05 0.05 0.288
H 5.086315 -0.431664 -3.319144 -0.03 0.00 -0.14 0.214
H 6.215187 2.291035 -2.491333 0.03 -0.03 0.05 0.377
H 5.695965 0.989550 -1.421718 0.00 -0.03 -0.01 0.300
H 4.511990 1.848832 -2.430785 -0.02 -0.05 0.01 0.252
C 13.217833 -2.330379 -2.135707 0.00 -0.17 -0.11 -1.105
C 12.578304 -2.854429 -0.861071 0.11 0.08 -0.03 -0.299
O 11.418780 -3.636476 -1.084480 -0.22 0.08 0.09 -0.325
C 11.599205 -4.819307 -1.842620 0.05 -0.14 -0.05 -0.313
C 12.550163 -5.817090 -1.203624 0.14 0.13 0.06 -1.095
H 12.480854 -1.807189 -2.747242 0.00 0.05 0.05 0.301
H 14.030592 -1.643618 -1.897195 -0.02 0.00 0.02 0.395
H 13.632729 -3.138071 -2.741024 0.06 0.03 0.02 0.261
H 12.253983 -2.008776 -0.252611 -0.12 -0.07 0.02 0.309
H 13.305629 -3.411183 -0.260193 0.04 -0.01 -0.05 0.301
H 11.918013 -4.575319 -2.862145 0.06 -0.02 0.01 0.303
H 10.610606 -5.273003 -1.926079 -0.05 0.13 0.05 0.312
H 13.573333 -5.438726 -1.174753 0.01 -0.05 -0.05 0.263
H 12.556742 -6.749733 -1.768503 -0.02 0.01 0.00 0.396
H 12.249448 -6.028120 -0.176195 -0.05 -0.04 -0.03 0.299
```
Positions in Å, forces in eV/Å.

- Energy above the lowest of the compared OMol25 structures with the same formula, charge and spin: 0.0 kcal/mol
- Max |F|: 2.43 eV/Å
- Charge: +1
- Highest occupied orbital energy: -10.50 eV
- LUMO level: -3.39 eV